Record 1
25
Properties=species:S:1:pos:R:3 method="wB97M-V/def2-TZVPD" s_squared=0.7545 charge=+2 e_lumo_ev="-6.82 / -12.87" homo_energy_ev="-18.1 / -18.1" homo_lumo_gap_ev="11.31 / 5.25" spin_multiplicity=2
C 3.09461 -0.29863 -1.54994
C 1.79546 -0.32780 -0.71002
C 0.55071 0.18089 -1.54675
C -0.81162 0.62884 -0.90695
N -0.82701 1.10939 0.51741
N 2.01340 0.38746 0.52624
H 3.79510 0.49198 -1.27500
H 3.58621 -1.26976 -1.50580
H 2.88383 -0.00025 -2.58234
H 1.48414 -1.34862 -0.51979
H 0.27223 -0.56293 -2.29399
H 0.93895 1.01824 -2.13308
H -1.12664 1.47670 -1.50399
H -1.43345 -0.26137 -0.91914
H -0.86827 2.11264 0.70452
H -1.61369 0.67916 1.06837
H 2.65866 -0.11038 1.15984
H 2.46531 1.29598 0.33799
H -0.02677 0.67450 0.99173
H -3.97708 1.02891 1.76751
H -3.26553 -0.25640 2.20948
O -3.11342 0.64164 1.85211
H -2.18042 -2.72757 2.46649
H -3.52746 -2.52874 1.73784
O -2.76723 -2.03388 2.10728

Record 2
92
Properties=species:S:1:pos:R:3 method="wB97M-V/def2-TZVPD" s_squared=16.1337 e_lumo_ev="-0.39 / -3.71" homo_energy_ev="-4.6 / -7.8" homo_lumo_gap_ev="4.24 / 4.07" spin_multiplicity=8
Gd -0.77971 0.10801 0.15984
Br 0.29863 8.04733 0.90474
C 0.69961 6.21480 0.61168
C 1.50547 5.85787 -0.45739
C 1.76155 4.52071 -0.69382
C 1.21012 3.53593 0.13422
C 0.41741 3.92889 1.21345
C 0.16151 5.25964 1.45895
N 1.39526 2.17778 -0.09285
C 2.54347 1.77259 -0.47493
C 2.84116 0.39228 -0.80184
C 4.08618 0.08249 -1.35746
C 4.39007 -1.23315 -1.64971
C 3.44514 -2.19954 -1.34517
C 2.23769 -1.80706 -0.77891
N 1.92383 -0.54480 -0.53115
H 1.94257 6.62236 -1.08456
H 2.37663 4.23549 -1.53524
H 0.03584 3.17618 1.87828
H -0.44485 5.55944 2.29947
H 3.39749 2.45663 -0.54980
H 4.79623 0.86772 -1.55700
H 5.34043 -1.49765 -2.08911
H 3.63301 -3.24413 -1.52783
H 1.48599 -2.53238 -0.50160
C 0.13866 0.97385 -3.64511
C -0.24681 -0.44716 -3.34776
C -0.33936 -1.39701 -4.34413
C -0.67102 -2.70509 -3.97939
C -0.85696 -3.02141 -2.66251
C -0.71860 -2.01829 -1.66880
N -0.43733 -0.73356 -2.05944
N -0.77660 -2.19372 -0.35485
Si -1.00786 -3.63268 0.56154
C -2.43911 -4.80538 0.09464
C -1.13773 -3.01352 2.36466
C 0.58974 -4.71100 0.54723
H -0.03743 1.21795 -4.68930
H 1.20065 1.09639 -3.43034
H -0.42119 1.65121 -3.00229
H -0.17378 -1.13575 -5.37602
H -0.78008 -3.46357 -4.74189
H -1.12489 -4.01574 -2.35141
H -3.29492 -4.26102 -0.28643
H -2.75940 -5.37024 0.96390
H -2.12951 -5.51958 -0.66269
H -2.06835 -2.49406 2.56364
H -0.31769 -2.33385 2.59962
H -1.08137 -3.84877 3.05536
H 0.97691 -4.87086 -0.45574
H 0.38688 -5.68585 0.97980
H 1.37429 -4.24843 1.13972
Cl 2.39697 -0.66868 2.43343
C 1.16454 0.24974 3.22297
C 0.04908 0.59322 2.45412
C -0.89128 1.36536 3.15086
Cl -2.25159 1.90226 2.20333
C -0.77273 1.75882 4.47771
Cl -1.95631 2.75811 5.22560
C 0.35879 1.36701 5.18976
Cl 0.54436 1.83793 6.82729
C 1.34496 0.61545 4.55436
Cl 2.76730 0.19245 5.42369
O -1.38984 2.18376 -0.78983
S -1.61793 3.61768 -1.13830
C -3.17985 4.05337 -0.33931
C -3.44792 5.37509 -0.03374
C -4.65166 5.69354 0.57428
C -5.57444 4.69803 0.85869
C -5.27809 3.37425 0.58275
C -4.07590 3.05283 -0.01992
C -2.34842 3.62212 -2.80358
C -2.00625 4.67427 -3.63759
C -2.57149 4.75448 -4.89923
C -3.47759 3.78771 -5.30693
C -3.80121 2.72944 -4.47108
C -3.22831 2.63555 -3.21362
H -2.71598 6.13419 -0.26707
H -4.86896 6.71963 0.82853
H -6.51936 4.95151 1.31366
H -5.96629 2.58351 0.83623
H -3.83529 2.02584 -0.22665
H -1.29969 5.41719 -3.29573
H -2.31013 5.56569 -5.56319
H -3.92496 3.84359 -6.28772
H -4.50180 1.97182 -4.79039
H -3.45012 1.80144 -2.56516
F -2.75245 -0.72370 1.14250
B -3.73712 -0.72717 0.08002
F -3.00222 -0.08919 -0.99122
F -4.09293 -1.97657 -0.25603
F -4.78122 0.05144 0.44826

The total energy results, record by record, are as follows: -11479.9907 -232757.1962 eV.
The energy above the lowest of the compared OMol25 structures with the same formula, charge and spin results, record by record, are as follows: 63.6 508.9 kJ/mol.